*P*
{
  "formula": "H14O7",
  "method": "ωB97M-V/def2-TZVPD",
  "symbols": ["O", "H", "H", "O", "H", "H", "O", "H", "H", "O", "H", "H", "O", "H", "H", "O", "H", "H", "O", "H", "H"],
  "xyz": [[0.533, 2.825, -0.502], [0.095, 2.008, -0.245], [0.314, 3.387, 0.248], [-1.887, 0.684, 2.334], [-2.414, -0.093, 2.422], [-1.411, 0.613, 3.138], [-0.303, -0.003, 0.220], [-0.650, -0.456, -0.541], [-1.078, 0.203, 0.697], [1.250, 1.175, 2.002], [2.188, 1.026, 1.851], [0.857, 0.852, 1.193], [-2.426, -0.858, -1.194], [-2.367, -1.240, -2.054], [-2.419, -1.546, -0.587], [2.262, -1.424, 0.300], [1.408, -1.043, 0.564], [2.155, -1.974, -0.514], [0.991, -1.320, -2.816], [1.062, -1.109, -3.748], [1.846, -1.716, -2.776]],
  "smiles": "O.O.O.O.O.O.O",
  "e_lumo_ev": 0.15,
  "homo_lumo_gap_ev": 10.46
}


*Q*
{
  "formula": "H14O7",
  "method": "ωB97M-V/def2-TZVPD",
  "symbols": ["O", "H", "H", "O", "H", "H", "O", "H", "H", "O", "H", "H", "O", "H", "H", "O", "H", "H", "O", "H", "H"],
  "xyz": [[2.952, 0.628, 0.457], [3.088, 1.021, 1.349], [3.272, 1.217, -0.229], [0.089, 0.218, -0.203], [-0.113, -0.747, -0.434], [1.001, 0.352, 0.092], [-0.112, 1.521, -2.545], [-0.855, 1.126, -3.064], [0.036, 0.986, -1.623], [0.476, 3.103, 1.641], [0.042, 3.852, 2.081], [-0.295, 2.654, 1.244], [-0.107, -4.145, 0.536], [-1.001, -4.479, 0.288], [-0.113, -3.294, 0.102], [-1.573, 1.145, 1.528], [-0.834, 0.764, 0.975], [-2.159, 1.554, 1.060], [-1.063, -2.190, -0.977], [-1.878, -2.623, -0.541], [-0.843, -2.661, -1.736]],
  "smiles": "O.O.O.O.O.O.O",
  "e_lumo_ev": -0.24,
  "homo_lumo_gap_ev": 10.17
}


*R*
{
  "formula": "H14O7",
  "method": "ωB97M-V/def2-TZVPD",
  "symbols": ["O", "H", "H", "O", "H", "H", "O", "H", "H", "O", "H", "H", "O", "H", "H", "O", "H", "H", "O", "H", "H"],
  "xyz": [[-1.741, 1.076, -1.113], [-2.306, 0.688, -0.466], [-1.302, 0.256, -1.414], [2.158, 0.806, 0.521], [2.652, 1.216, 1.262], [1.406, 1.472, 0.381], [1.962, -1.356, -0.994], [2.239, -0.949, -0.155], [2.599, -0.887, -1.545], [-2.316, -0.381, 1.069], [-2.438, -1.218, 0.629], [-1.443, -0.528, 1.534], [0.245, 2.432, -0.020], [-0.618, 1.959, -0.151], [0.489, 2.513, -0.925], [-0.727, -1.429, -0.983], [0.189, -1.597, -1.188], [-1.282, -1.954, -1.514], [0.277, -1.030, 1.682], [-0.125, -1.403, 0.822], [1.083, -0.511, 1.443]],
  "smiles": "O.O.O.O.O.O.O",
  "e_lumo_ev": 0.29,
  "homo_lumo_gap_ev": 11.24
}


So which one is most stable? That would be *R*, about 86.4 kJ/mol below the next structure.


*P*
{
  "formula": "H14O7",
  "method": "ωB97M-V/def2-TZVPD",
  "symbols": ["O", "H", "H", "O", "H", "H", "O", "H", "H", "O", "H", "H", "O", "H", "H", "O", "H", "H", "O", "H", "H"],
  "xyz": [[-0.075, -0.562, -1.011], [-0.439, 0.092, -0.404], [0.692, -0.914, -0.545], [-2.264, -2.137, 2.375], [-2.727, -1.323, 2.604], [-2.972, -2.770, 2.207], [2.631, 0.596, -1.423], [3.524, 0.265, -1.574], [2.523, 1.290, -2.083], [4.481, 1.346, 1.059], [4.414, 0.860, 0.229], [5.389, 1.196, 1.345], [-4.228, -0.724, -1.916], [-3.441, -0.358, -1.497], [-4.424, -1.513, -1.397], [-3.100, 3.407, 0.746], [-4.050, 3.249, 0.694], [-2.997, 3.961, 1.528], [2.467, -1.828, 0.014], [1.865, -2.573, 0.128], [3.342, -2.232, 0.014]],
  "smiles": "O.O.O.O.O.O.O",
  "e_lumo_ev": 0.43,
  "homo_lumo_gap_ev": 10.96
}


*Q*
{
  "formula": "H14O7",
  "method": "ωB97M-V/def2-TZVPD",
  "symbols": ["O", "H", "H", "O", "H", "H", "O", "H", "H", "O", "H", "H", "O", "H", "H", "O", "H", "H", "O", "H", "H"],
  "xyz": [[0.608, -0.569, -1.952], [1.249, -0.120, -1.370], [0.514, -1.458, -1.506], [-1.676, 0.427, 1.518], [-1.799, 0.363, 0.541], [-2.558, 0.395, 1.906], [-0.246, 2.525, 0.334], [-0.775, 2.094, -0.367], [-0.602, 2.096, 1.128], [1.896, 0.873, 0.068], [2.754, 1.358, -0.025], [1.207, 1.596, 0.168], [0.688, -1.118, 1.657], [-0.125, -0.585, 1.765], [1.325, -0.486, 1.254], [-1.530, 0.675, -1.162], [-0.776, 0.153, -1.543], [-2.193, 0.710, -1.837], [0.457, -2.868, -0.473], [-0.366, -3.350, -0.369], [0.561, -2.328, 0.339]],
  "smiles": "O.O.O.O.O.O.O",
  "e_lumo_ev": 0.35,
  "homo_lumo_gap_ev": 11.53
}


*R*
{
  "formula": "H14O7",
  "method": "ωB97M-V/def2-TZVPD",
  "symbols": ["O", "H", "H", "H", "O", "H", "O", "H", "H", "O", "H", "H", "O", "H", "H", "O", "H", "H", "O", "H", "H"],
  "xyz": [[2.082, 0.977, 0.974], [2.553, 0.068, 1.233], [1.120, 0.596, 0.744], [2.431, 1.269, 0.128], [-0.258, -0.129, -0.105], [-0.552, -0.890, -0.525], [1.872, -1.468, -1.079], [1.900, -1.396, -2.082], [1.108, -1.026, -0.867], [-1.253, 1.682, 0.676], [-0.722, 0.958, 0.287], [-1.911, 2.117, -0.085], [-2.722, -1.086, 0.132], [-2.771, -1.421, 1.087], [-1.948, -0.458, 0.056], [-0.226, 1.105, -2.376], [0.640, 0.819, -2.830], [-0.141, 0.571, -1.578], [-0.208, -1.001, 2.233], [-0.762, -0.529, 2.626], [-0.231, -0.758, 1.350]],
  "e_lumo_ev": -0.97,
  "homo_lumo_gap_ev": 8.88
}


*S*
{
  "formula": "H14O7",
  "method": "ωB97M-V/def2-TZVPD",
  "symbols": ["O", "H", "H", "O", "H", "H", "O", "H", "H", "O", "H", "H", "O", "H", "H", "O", "H", "H", "O", "H", "H"],
  "xyz": [[0.382, 2.132, 2.513], [0.215, 1.923, 3.431], [-0.443, 2.248, 2.105], [-0.698, -2.323, -0.732], [-1.267, -2.695, -1.421], [-0.802, -1.342, -0.885], [0.338, 0.352, -0.891], [0.611, 0.655, -0.025], [1.249, 0.110, -1.058], [-2.425, -0.194, -1.846], [-1.936, -0.513, -2.624], [-3.312, -0.578, -1.955], [2.831, -0.913, -1.012], [3.700, -0.865, -0.613], [2.887, -1.136, -1.907], [1.653, -0.188, 2.297], [1.155, -0.969, 2.162], [1.067, 0.534, 2.311], [-1.686, 1.481, 0.362], [-1.176, 1.444, -0.383], [-2.344, 0.842, 0.164]],
  "smiles": "O.O.O.O.O.O.O",
  "e_lumo_ev": 0.29,
  "homo_lumo_gap_ev": 11.04
}


So which one is most stable? That would be *Q*, about 182.2 kJ/mol below the next structure.


*P*
{
  "formula": "H14O7",
  "method": "ωB97M-V/def2-TZVPD",
  "symbols": ["O", "H", "H", "O", "H", "H", "O", "H", "H", "O", "H", "H", "O", "H", "H", "O", "H", "H", "O", "H", "H"],
  "xyz": [[0.067, -0.977, -2.566], [0.629, -0.919, -1.848], [0.035, -1.894, -2.855], [-0.863, -0.452, 3.023], [-1.478, -1.098, 3.439], [-0.296, 0.038, 3.617], [2.569, 0.022, 2.065], [2.729, 0.932, 1.865], [2.038, -0.272, 1.351], [-2.691, -0.156, -1.803], [-2.048, -0.309, -2.468], [-3.442, 0.039, -2.384], [-0.593, 0.420, 0.456], [-1.420, 0.195, 0.054], [-0.804, 0.316, 1.407], [1.665, -0.838, -0.380], [0.812, -0.695, 0.031], [1.997, -1.668, -0.024], [0.459, 2.360, -1.379], [0.767, 3.060, -0.816], [-0.132, 1.899, -0.786]],
  "smiles": "O.O.O.O.O.O.O",
  "e_lumo_ev": 0.27,
  "homo_lumo_gap_ev": 10.90
}


*Q*
{
  "formula": "H14O7",
  "method": "ωB97M-V/def2-TZVPD",
  "symbols": ["O", "H", "H", "O", "H", "H", "O", "H", "H", "O", "H", "H", "O", "H", "H", "O", "H", "H", "O", "H", "H"],
  "xyz": [[2.497, 0.219, 2.288], [2.244, 0.612, 3.157], [1.931, -0.620, 2.389], [0.476, -1.560, 2.827], [0.003, -1.447, 1.906], [1.132, -2.455, 2.734], [0.876, 1.622, 0.567], [1.656, 1.305, 1.230], [0.098, 1.140, 0.985], [-1.050, 0.792, -2.931], [-1.186, 0.384, -3.850], [-0.112, 0.539, -2.573], [-3.021, -0.433, -1.382], [-3.728, 0.175, -1.186], [-2.414, -0.019, -2.044], [-0.731, -0.828, 0.440], [-0.200, -0.553, -0.375], [-1.707, -0.695, 0.192], [0.737, 0.349, -1.587], [1.651, 0.324, -1.883], [0.849, 1.153, -0.904]],
  "smiles": "O.O.O.O.O.O.O",
  "e_lumo_ev": 0.40,
  "homo_lumo_gap_ev": 11.14
}


*R*
{
  "formula": "H14O7",
  "method": "ωB97M-V/def2-TZVPD",
  "symbols": ["O", "H", "H", "O", "H", "H", "O", "H", "H", "O", "H", "H", "O", "H", "H", "O", "H", "H", "O", "H", "H"],
  "xyz": [[0.809, 1.480, -0.550], [0.259, 1.399, -1.333], [0.994, 0.562, -0.304], [-1.571, -2.201, 0.944], [-1.828, -2.740, 1.651], [-1.412, -1.372, 1.434], [-1.785, 2.654, -0.427], [-1.426, 3.569, -0.436], [-2.139, 2.591, 0.475], [-2.290, 0.102, 1.579], [-2.744, 0.882, 1.383], [-1.610, 0.205, 0.900], [3.684, -1.631, -0.941], [3.396, -2.608, -0.885], [4.364, -1.718, -1.573], [4.826, 0.866, 0.895], [4.939, 0.023, 1.279], [3.961, 0.769, 0.471], [-3.182, -1.158, -1.304], [-4.148, -1.181, -1.184], [-3.098, -0.492, -2.073]],
  "smiles": "O.O.O.O.O.O.O",
  "e_lumo_ev": 0.29,
  "homo_lumo_gap_ev": 10.85
}


So which one is most stable? That would be *P*, about 45.0 kJ/mol below the next structure.


*P*
{
  "formula": "C4H8O2S",
  "method": "ωB97M-V/def2-TZVPD",
  "symbols": ["C", "C", "C", "C", "S", "O", "O", "H", "H", "H", "H", "H", "H", "H", "H"],
  "xyz": [[0.263, 0.143, 1.559], [-0.076, 0.025, 0.036], [-1.447, -0.823, -0.130], [0.181, 1.154, -1.008], [1.309, -0.236, -0.947], [2.621, -0.138, -0.282], [1.102, -1.079, -2.128], [1.183, 0.814, 1.756], [0.366, -0.892, 2.031], [-0.657, 0.561, 2.060], [-1.367, -1.776, 0.453], [-1.530, -0.964, -1.197], [-2.304, -0.233, 0.411], [-0.151, 1.355, -2.019], [0.508, 2.091, -0.595]],
  "smiles": "CC1(C)CS1(=O)=O",
  "e_lumo_ev": 0.65,
  "homo_lumo_gap_ev": 10.50
}


*Q*
{
  "formula": "C4H8O2S",
  "method": "ωB97M-V/def2-TZVPD",
  "symbols": ["O", "C", "C", "S", "C", "C", "O", "H", "H", "H", "H", "H", "H", "H", "H"],
  "xyz": [[2.421, -1.151, -0.408], [1.258, -0.812, -0.432], [0.475, -0.137, 0.671], [0.473, 1.590, 0.082], [-0.885, -0.707, 1.028], [-1.861, -0.882, -0.159], [-2.100, 0.296, -0.801], [0.609, -0.943, -1.336], [1.179, -0.191, 1.610], [1.731, 1.605, -0.296], [-0.761, -1.653, 1.569], [-1.256, 0.029, 1.756], [-1.434, -1.642, -0.797], [-2.803, -1.253, 0.344], [-1.327, 0.694, -1.133]],
  "smiles": "O=C[C@@H](S)CCO",
  "e_lumo_ev": 0.60,
  "homo_lumo_gap_ev": 10.30
}


So which one is most stable? That would be *Q*, about 160.2 kJ/mol below the next structure.


*P*
{
  "formula": "C4H8O2S",
  "method": "ωB97M-V/def2-TZVPD",
  "symbols": ["C", "C", "C", "C", "O", "O", "S", "H", "H", "H", "H", "H", "H", "H", "H"],
  "xyz": [[-0.599, -0.419, 0.558], [-0.411, 0.300, -0.820], [1.451, -1.476, 1.819], [-1.329, 1.536, -0.960], [0.883, 0.589, -1.085], [2.596, -2.059, 1.789], [0.474, -1.871, 0.418], [-0.096, 0.058, 1.339], [-1.679, -0.684, 0.687], [-0.659, -0.273, -1.631], [1.299, 1.161, -0.336], [-2.441, 1.333, -0.953], [-1.086, 2.083, -1.817], [-1.205, 2.175, -0.020], [2.802, -2.454, 1.013]],
  "e_lumo_ev": 0.61,
  "homo_lumo_gap_ev": 9.28
}


*Q*
{
  "formula": "C4H8O2S",
  "method": "ωB97M-V/def2-TZVPD",
  "symbols": ["C", "C", "C", "C", "O", "O", "S", "H", "H", "H", "H", "H", "H", "H", "H"],
  "xyz": [[1.194, 0.178, -0.019], [1.876, -0.987, 0.646], [-1.427, 1.011, -0.696], [-0.549, -0.236, -0.900], [1.566, 1.292, -0.095], [-1.736, 1.273, 0.669], [-1.050, -1.708, 0.085], [1.029, -1.488, 1.293], [2.395, -1.715, -0.080], [2.689, -0.596, 1.442], [-1.120, 1.995, -1.202], [-2.300, 0.855, -1.405], [-0.317, -0.431, -1.971], [-0.866, 1.394, 1.148], [-1.385, -0.835, 1.085]],
  "e_lumo_ev": 0.63,
  "homo_lumo_gap_ev": 8.88
}


*R*
{
  "formula": "C4H8O2S",
  "method": "ωB97M-V/def2-TZVPD",
  "symbols": ["C", "C", "C", "O", "S", "C", "O", "H", "H", "H", "H", "H", "H", "H", "H"],
  "xyz": [[-1.214, 0.759, 1.442], [-1.254, 0.237, 0.165], [-0.072, -0.576, -0.371], [-0.557, -1.079, -1.849], [0.623, -1.903, 0.693], [1.117, 0.468, -0.611], [1.551, 0.993, 0.607], [-2.103, 1.330, 1.864], [-0.439, 0.630, 2.310], [-2.101, 0.223, -0.586], [0.239, -1.526, -2.158], [-0.459, -2.594, 0.598], [1.855, -0.081, -1.246], [0.846, 1.281, -1.358], [1.969, 1.837, 0.499]],
  "smiles": "C=C[C@](O)(S)CO",
  "e_lumo_ev": 0.68,
  "homo_lumo_gap_ev": 9.97
}


So which one is most stable? That would be *R*, about 11.0 kJ/mol below the next structure.


*P*
{
  "formula": "C5H13NO",
  "method": "ωB97M-V/def2-TZVPD",
  "symbols": ["C", "C", "C", "C", "N", "C", "H", "H", "H", "H", "H", "H", "H", "H", "H", "H", "H", "O", "H", "H"],
  "xyz": [[-0.979, -2.281, 0.223], [-0.552, -0.910, 0.662], [0.482, -0.229, 0.165], [1.220, -0.691, -1.062], [0.727, 1.109, 0.577], [2.071, 1.372, 1.103], [-0.128, -2.969, 0.210], [-1.331, -2.285, -0.814], [-1.673, -2.728, 0.937], [-1.233, -0.390, 1.334], [1.216, -1.775, -1.184], [0.779, -0.209, -1.936], [2.272, -0.393, -1.047], [0.029, 1.286, 1.290], [2.797, 0.861, 0.471], [2.208, 1.008, 2.123], [2.265, 2.445, 1.113], [-3.699, 2.452, -1.203], [-3.567, 1.507, -1.360], [-2.902, 2.820, -1.602]],
  "smiles": "C/C=C(\\C)NC.O",
  "e_lumo_ev": 0.74,
  "homo_lumo_gap_ev": 8.80
}


*Q*
{
  "formula": "C5H13NO",
  "method": "ωB97M-V/def2-TZVPD",
  "symbols": ["C", "C", "C", "C", "C", "N", "H", "H", "H", "H", "H", "H", "H", "H", "H", "H", "H", "O", "H", "H"],
  "xyz": [[1.126, -1.550, 0.332], [0.456, -0.256, 0.972], [-0.873, -0.355, 1.739], [-1.908, 0.305, 0.735], [-1.107, 1.586, 0.062], [0.061, 0.644, -0.308], [1.519, -2.227, 1.125], [1.991, -1.194, -0.293], [0.340, -1.888, -0.338], [1.308, 0.252, 1.487], [-1.148, -1.278, 2.145], [-0.718, 0.316, 2.715], [-2.103, -0.375, -0.033], [-2.876, 0.598, 1.162], [-0.872, 2.275, 0.888], [-1.508, 2.117, -0.821], [0.897, 1.190, -0.546], [1.768, -0.248, -2.893], [1.062, 0.379, -2.561], [1.368, -1.070, -2.667]],
  "smiles": "C[C@@H]1CCCN1.O",
  "e_lumo_ev": 0.97,
  "homo_lumo_gap_ev": 10.16
}


*R*
{
  "formula": "C5H13NO",
  "method": "ωB97M-V/def2-TZVPD",
  "symbols": ["C", "N", "C", "C", "C", "C", "H", "H", "H", "H", "H", "H", "H", "H", "H", "H", "H", "O", "H", "H"],
  "xyz": [[1.182, 1.526, 0.426], [0.781, 0.195, 0.910], [0.886, -0.864, -0.111], [-0.221, -1.870, 0.144], [-1.327, -0.925, 0.649], [-0.587, 0.144, 1.473], [0.358, 2.026, -0.112], [1.426, 2.078, 1.327], [1.935, 1.311, -0.331], [0.761, -0.456, -1.124], [1.877, -1.311, -0.030], [-0.561, -2.403, -0.744], [0.086, -2.673, 0.818], [-2.132, -1.389, 1.215], [-1.676, -0.397, -0.238], [-0.629, -0.004, 2.551], [-1.100, 1.086, 1.243], [-0.575, 1.225, -2.986], [-0.780, 1.804, -2.213], [0.295, 0.897, -2.867]],
  "smiles": "CN1CCCC1.O",
  "e_lumo_ev": 0.84,
  "homo_lumo_gap_ev": 9.26
}


*S*
{
  "formula": "C5H13NO",
  "method": "ωB97M-V/def2-TZVPD",
  "symbols": ["C", "C", "N", "C", "C", "C", "H", "H", "H", "H", "H", "H", "H", "H", "H", "H", "H", "O", "H", "H"],
  "xyz": [[1.153, 0.276, -1.213], [0.020, 0.793, -0.805], [-1.285, 0.286, -1.336], [-0.122, 1.612, 0.535], [-0.164, 0.741, 1.769], [-1.261, -0.448, 1.697], [2.231, 0.498, -0.743], [1.291, -0.281, -2.168], [-1.981, 0.928, -1.052], [-1.210, 0.223, -2.319], [0.436, 2.582, 0.599], [-1.148, 2.001, 0.410], [0.807, 0.298, 1.874], [-0.350, 1.241, 2.777], [-2.362, -0.104, 1.569], [-0.963, -1.014, 0.801], [-1.173, -1.106, 2.650], [1.549, -2.630, -0.751], [0.918, -1.790, -0.595], [2.356, -2.281, -0.338]],
  "smiles": "C=C(N)CCC.O",
  "e_lumo_ev": 0.90,
  "homo_lumo_gap_ev": 9.96
}


So which one is most stable? That would be *R*, about 6.9 kJ/mol below the next structure.